(1)
Molecular formula: C3H3O3
Method: DFT, ωB97M-V/def2-TZVPD

```
9
Properties=species:S:1:pos:R:3:lowdin_spin:R:1
O -1.284 0.333 -0.583 0.10
C -1.600 -0.395 0.376 0.02
C 0.649 0.609 -0.644 0.34
O -2.579 -0.825 0.871 0.03
O 0.115 -0.748 1.151 0.17
C 1.099 -0.206 0.485 0.27
H 0.597 1.690 -0.471 0.02
H 0.945 0.282 -1.647 0.02
H 2.058 -0.740 0.461 0.04
```

The expectation value of S² is 0.754. The HOMO-LUMO gap (alpha / beta) comes out at 7.38 / 10.46 eV. Its LUMO energy (alpha / beta) is -0.31 / -0.56 eV. Its spin multiplicity is 2. The calculation puts the HOMO energy (alpha / beta) at -7.7 / -11.0 eV.

***

(2)
Molecular formula: C29H51BN5O18
Method: DFT, ωB97M-V/def2-TZVPD

```
104
Properties=species:S:1:pos:R:3:lowdin_charge:R:1
C 5.868 -1.518 -1.123 -0.08
C 4.591 -1.334 -2.073 -0.19
N 3.570 -0.348 -1.509 0.05
N 3.315 0.619 -2.467 -0.06
C 2.487 0.375 -3.589 -0.14
C 1.668 -0.915 -4.004 -0.04
C 0.105 -0.539 -3.792 -0.19
O -0.474 -1.217 -2.672 -0.19
C -1.010 -0.306 -1.697 -0.26
C -2.175 -0.970 -0.801 -0.06
N 2.384 1.511 -4.474 0.20
C 3.202 2.445 -3.756 -0.29
N 3.334 3.675 -4.317 0.12
N 3.734 1.893 -2.569 0.02
C 4.596 2.609 -1.587 0.02
B 3.685 2.782 -0.225 -0.50
O 2.264 2.594 -0.371 0.10
O 4.212 3.075 1.054 0.12
H 5.808 -0.881 -0.186 0.08
H 6.789 -1.147 -1.690 0.08
H 5.958 -2.619 -0.864 0.08
H 4.033 -2.319 -2.229 0.11
H 4.910 -0.923 -3.086 0.13
H 2.705 -0.896 -1.369 0.14
H 1.894 -1.259 -5.055 0.13
H 1.980 -1.748 -3.297 0.10
H -0.454 -0.764 -4.766 0.14
H 0.036 0.596 -3.673 0.12
H -1.474 0.636 -2.153 0.13
H -0.225 0.079 -0.953 0.12
H -3.101 -0.957 -1.466 0.09
H -2.368 -0.230 0.042 0.07
H -1.905 -2.003 -0.431 0.08
H 2.703 4.432 -4.030 0.12
H 3.980 3.896 -5.082 0.12
H 5.590 2.113 -1.388 0.12
H 4.791 3.642 -2.005 0.14
H 1.864 2.375 0.493 0.11
H 5.004 3.659 0.987 0.08
C -4.677 3.757 2.621 -0.01
C -4.913 2.264 2.547 -0.33
C -3.678 1.453 2.289 -0.11
O -4.221 0.271 1.693 0.05
C -5.371 0.651 1.071 -0.53
O -5.991 -0.042 0.318 0.12
O -5.720 1.921 1.417 0.09
H -3.906 4.077 1.915 0.08
H -5.587 4.305 2.368 0.09
H -4.358 4.047 3.623 0.09
H -5.439 1.924 3.444 0.15
H -3.134 1.212 3.198 0.11
H -2.993 1.913 1.569 0.13
C -0.371 -5.205 -5.262 -0.01
C 0.278 -5.508 -3.928 -0.33
C -0.042 -4.521 -2.843 -0.10
O 1.081 -4.663 -1.972 0.06
C 2.125 -5.053 -2.754 -0.55
O 3.264 -5.089 -2.392 0.15
O 1.701 -5.390 -4.005 0.09
H -0.423 -4.129 -5.447 0.08
H 0.204 -5.642 -6.080 0.09
H -1.388 -5.601 -5.295 0.09
H 0.046 -6.533 -3.624 0.16
H -0.971 -4.753 -2.319 0.15
H -0.073 -3.485 -3.188 0.11
C -7.351 -2.349 0.607 -0.03
C -7.597 -3.655 1.332 -0.33
C -6.372 -4.503 1.516 -0.11
O -6.934 -5.810 1.638 0.06
C -8.100 -5.796 0.932 -0.55
O -8.740 -6.767 0.667 0.16
O -8.433 -4.525 0.567 0.09
H -6.596 -2.460 -0.174 0.09
H -8.264 -1.999 0.121 0.10
H -7.007 -1.586 1.299 0.07
H -8.104 -3.465 2.285 0.16
H -5.803 -4.241 2.410 0.14
H -5.704 -4.500 0.650 0.14
C 10.475 2.248 -1.880 -0.01
C 9.739 3.290 -1.065 -0.33
C 9.948 3.179 0.417 -0.09
O 8.765 3.802 0.925 0.09
C 7.800 3.612 -0.007 -0.50
O 6.636 3.842 0.166 0.13
O 8.321 3.122 -1.163 0.09
H 10.508 1.285 -1.365 0.09
H 9.976 2.082 -2.837 0.09
H 11.503 2.563 -2.070 0.10
H 9.979 4.292 -1.434 0.16
H 10.841 3.702 0.761 0.15
H 9.972 2.149 0.781 0.14
C -6.703 3.173 7.913 -0.01
C -5.721 2.063 7.604 -0.33
C -4.387 2.208 8.277 -0.09
O -3.536 1.461 7.404 0.08
C -4.094 1.534 6.168 -0.52
O -3.557 1.178 5.160 0.14
O -5.345 2.070 6.225 0.08
H -6.199 4.139 8.008 0.09
H -7.437 3.275 7.111 0.09
H -7.228 2.974 8.849 0.09
H -6.177 1.091 7.816 0.16
H -4.371 1.791 9.285 0.15
H -4.022 3.238 8.307 0.14
```

The HOMO-LUMO gap comes out at 9.10 eV. Its LUMO energy is -2.51 eV. Its charge is +1. The calculation puts the HOMO energy at -11.6 eV.

***

(3)
Molecular formula: C36H47Cl27F8IN3O5S
Method: DFT, ωB97M-V/def2-TZVPD

```
128
Properties=species:S:1:pos:R:3:lowdin_charge:R:1
N 4.522 -2.777 4.962 0.00
C 3.399 -3.106 4.052 -0.22
C 1.992 -2.906 4.740 -0.37
O 2.135 -2.661 6.123 -0.03
C 1.065 -4.138 4.562 -0.09
C -0.255 -3.835 3.883 -0.15
C -1.480 -4.085 4.505 -0.13
C -1.670 -4.649 5.910 -0.15
O -2.564 -3.720 6.619 0.04
C -1.925 -2.871 7.411 -0.74
F -1.367 -3.473 8.485 0.14
F -2.784 -1.969 7.880 0.17
F -0.937 -2.203 6.802 0.17
C -2.684 -3.793 3.862 -0.05
C -2.736 -3.245 2.592 0.00
C -1.524 -3.011 1.946 -0.21
C -0.323 -3.316 2.585 -0.33
S 1.164 -2.984 1.666 1.14
C 0.671 -1.490 0.870 -0.33
C 1.623 -0.486 0.717 -0.25
O 2.886 -0.719 1.215 0.03
C 1.270 0.714 0.091 -0.06
C 2.352 1.768 -0.081 -0.38
F 3.541 1.210 -0.388 0.13
F 2.116 2.661 -1.054 0.08
C 2.580 2.550 1.285 -0.54
F 3.711 2.108 1.852 0.16
F 2.786 3.848 1.066 0.17
F 1.617 2.328 2.168 0.19
C -0.061 0.839 -0.313 -0.45
Cl -0.616 2.336 -1.043 0.77
C -1.021 -0.167 -0.166 -0.12
C -2.401 0.112 -0.709 -0.20
O -3.436 -0.660 -0.109 -0.14
N -4.692 -0.008 -0.413 -0.09
O -5.152 -0.521 -1.349 0.02
C -0.646 -1.381 0.428 -0.17
N -1.530 -2.490 0.597 -0.04
C -1.296 -3.572 -0.373 -0.19
C -1.249 -3.105 -1.833 -0.26
C 0.201 -3.021 -2.334 -0.63
I 1.045 -4.957 -2.630 0.85
H 5.258 -3.445 4.786 0.06
H 4.867 -1.854 4.737 0.06
H 3.522 -4.096 3.617 0.10
H 3.457 -2.398 3.226 0.07
H 1.536 -2.051 4.233 0.12
H 2.442 -1.756 6.212 0.09
H 1.595 -4.911 4.000 0.12
H 0.908 -4.532 5.553 0.04
H -2.225 -5.592 5.844 0.01
H -0.772 -4.786 6.526 0.00
H -3.594 -4.013 4.412 0.03
H -3.660 -3.025 2.076 0.09
H 3.433 -1.038 0.486 0.13
H -2.677 1.158 -0.604 0.08
H -2.383 -0.162 -1.773 0.12
H -2.110 -4.291 -0.283 0.13
H -0.376 -4.136 -0.185 0.05
H -1.725 -3.886 -2.426 0.09
H -1.752 -2.153 -1.987 0.10
H 0.199 -2.511 -3.294 0.05
H 0.801 -2.453 -1.626 0.03
C 0.129 4.930 -3.916 -1.02
Cl 0.353 3.781 -5.240 0.49
Cl -1.414 4.691 -3.085 0.49
H 0.933 4.807 -3.199 0.02
H 0.147 5.929 -4.335 -0.05
C -6.773 -4.147 4.999 -0.98
Cl -5.754 -3.234 3.889 0.59
Cl -6.201 -5.809 5.207 0.55
H -6.762 -3.655 5.965 0.03
H -7.782 -4.175 4.605 0.01
C 4.827 -4.206 -3.500 -1.04
Cl 4.154 -2.613 -3.850 0.47
Cl 5.325 -4.351 -1.809 0.49
H 4.067 -4.952 -3.703 -0.03
H 5.692 -4.365 -4.133 0.03
C -8.625 -1.364 0.843 -0.99
Cl -6.981 -0.762 0.642 0.62
Cl -8.613 -2.660 2.038 0.50
H -9.277 -0.564 1.175 0.03
H -8.971 -1.761 -0.105 0.03
C -1.565 7.309 -6.876 -0.99
Cl -0.158 7.148 -7.930 0.51
Cl -1.122 7.946 -5.283 0.55
H -2.271 7.991 -7.335 0.03
H -2.016 6.333 -6.741 0.03
C 4.359 2.481 -3.696 -1.03
Cl 4.337 0.728 -3.900 0.49
Cl 6.006 3.126 -3.712 0.51
H 3.802 2.929 -4.510 0.01
H 3.900 2.724 -2.744 0.00
C -3.927 -8.462 5.326 -1.02
Cl -3.772 -10.203 5.067 0.52
Cl -2.359 -7.643 5.258 0.61
H -4.561 -8.051 4.551 -0.01
H -4.363 -8.293 6.303 0.02
C 2.584 3.363 -8.603 -1.02
Cl 3.811 2.218 -8.059 0.52
Cl 0.953 2.840 -8.149 0.48
H 2.778 4.326 -8.141 0.03
H 2.627 3.442 -9.686 -0.08
C 2.854 4.676 4.183 -1.04
Cl 4.301 5.686 4.288 0.51
Cl 2.407 4.015 5.759 0.52
H 2.033 5.277 3.809 0.03
H 3.056 3.866 3.498 -0.02
C 1.193 -6.428 9.006 -0.97
Cl 0.599 -6.203 7.352 0.65
Cl 2.895 -6.893 9.037 0.52
H 1.074 -5.492 9.539 0.03
H 0.609 -7.210 9.477 0.03
C -0.479 11.601 -4.149 -1.03
Cl -2.100 12.261 -4.387 0.50
Cl 0.765 12.701 -4.757 0.51
H -0.317 11.443 -3.089 0.03
H -0.401 10.660 -4.682 -0.03
C 3.397 12.554 -7.796 -1.04
Cl 3.438 10.820 -8.143 0.49
Cl 5.006 13.277 -7.911 0.50
H 2.745 13.038 -8.512 0.03
H 3.021 12.701 -6.790 -0.01
C 0.133 2.597 -11.757 -1.01
Cl 0.253 0.883 -12.159 0.52
Cl 1.708 3.404 -11.847 0.55
H -0.538 3.075 -12.460 0.03
H -0.244 2.693 -10.746 -0.01
```

The HOMO-LUMO gap comes out at 7.74 eV. Its LUMO energy is -0.60 eV. The calculation puts the HOMO energy at -8.3 eV.

***

(4)
Molecular formula: CH8O5
Method: DFT, ωB97M-V/def2-TZVPD

```
14
Properties=species:S:1:pos:R:3:lowdin_charge:R:1
O 1.380 -0.458 0.537 0.05
C 1.028 -1.550 0.860 -0.40
O -0.222 -1.861 1.249 0.05
H 1.592 -2.485 0.951 0.14
H -0.857 -1.187 0.902 0.06
H -2.057 0.660 -0.340 0.06
H -1.405 0.889 1.067 0.04
O -1.814 0.232 0.481 -0.04
H 0.333 2.540 0.215 0.05
H 0.636 2.240 1.672 0.05
O -0.071 2.543 1.091 -0.05
H 0.862 -0.789 -3.539 0.04
H 0.274 0.063 -2.405 0.02
O 0.321 -0.837 -2.740 -0.06
```

The HOMO-LUMO gap comes out at 10.92 eV. Its structure (SMILES) is O=CO.O.O.O. Its LUMO energy is 0.33 eV. The calculation puts the HOMO energy at -10.6 eV.

***

(5)
Molecular formula: C4H8O3
Method: DFT, ωB97M-V/def2-TZVPD

```
15
Properties=species:S:1:pos:R:3:lowdin_charge:R:1
C -0.588 0.560 -1.467 -0.05
C -0.817 -0.431 -0.330 -0.38
O -0.510 -1.710 -0.815 -0.02
C 0.015 -0.135 0.980 -0.28
O 0.754 -1.266 1.364 -0.02
C 0.957 1.047 0.873 -0.19
O 2.145 0.919 1.069 0.07
H -1.220 0.275 -2.312 0.09
H -0.838 1.591 -1.190 0.08
H 0.456 0.517 -1.799 0.09
H -1.879 -0.391 -0.044 0.14
H 0.017 -2.145 -0.124 0.08
H -0.695 0.117 1.782 0.16
H 1.687 -0.982 1.369 0.10
H 0.515 2.033 0.645 0.13
```

The HOMO-LUMO gap comes out at 10.94 eV. Its structure (SMILES) is C[C@@H](O)[C@@H](O)C=O. Its LUMO energy is 0.73 eV. The calculation puts the HOMO energy at -10.2 eV.

***

(6)
Molecular formula: C19H36ClO23
Method: DFT, ωB97M-V/def2-TZVPD

```
79
Properties=species:S:1:pos:R:3:lowdin_charge:R:1
Cl 0.452 -0.299 -0.416 0.67
O 1.644 -1.125 -0.338 -0.35
O 0.360 0.270 -1.759 -0.36
O -0.756 -1.053 -0.143 -0.34
O 0.562 0.678 0.614 -0.34
C 2.424 2.821 -0.649 -0.10
C 1.248 3.642 -0.138 -0.13
O 1.671 4.988 -0.236 0.09
C 2.942 5.020 -0.586 -0.60
O 3.615 6.012 -0.691 0.14
O 3.469 3.790 -0.697 0.07
H 2.244 2.504 -1.677 0.13
H 2.644 1.985 0.007 0.11
H 0.927 3.320 0.854 0.09
H 0.303 3.585 -0.685 0.13
C 2.067 -4.168 0.126 -0.11
C 3.498 -3.722 0.187 -0.14
O 3.858 -4.027 1.512 0.08
C 3.123 -5.063 1.912 -0.59
O 3.279 -5.728 2.899 0.14
O 2.107 -5.247 1.061 0.07
H 1.705 -4.375 -0.876 0.12
H 1.348 -3.443 0.516 0.12
H 3.783 -2.684 0.007 0.13
H 4.139 -4.208 -0.559 0.13
C 2.954 0.122 4.163 -0.10
C 2.533 1.368 3.406 -0.15
O 1.269 1.749 3.880 0.06
C 0.838 0.745 4.697 -0.55
O -0.254 0.760 5.170 0.16
O 1.781 -0.201 4.898 0.08
H 3.796 0.399 4.796 0.13
H 3.205 -0.690 3.483 0.13
H 2.494 1.208 2.324 0.11
H 3.341 2.101 3.480 0.13
C 1.088 -3.011 -4.114 -0.11
C 2.390 -2.507 -3.470 -0.11
O 2.763 -3.735 -2.856 0.01
C 2.370 -4.792 -3.645 -0.56
O 2.929 -5.838 -3.788 0.17
O 1.395 -4.358 -4.419 0.08
H 0.832 -2.307 -4.901 0.14
H 0.376 -2.998 -3.287 0.13
H 2.274 -1.677 -2.775 0.11
H 3.110 -2.108 -4.192 0.13
C -0.990 3.942 2.745 -0.09
C -1.813 2.721 2.407 -0.11
O -3.157 3.211 2.474 0.03
C -3.161 4.468 3.055 -0.56
O -4.109 4.919 3.623 0.15
O -1.934 4.984 3.072 0.08
H -0.417 4.238 1.871 0.10
H -0.312 3.837 3.589 0.13
H -1.841 1.965 3.193 0.13
H -1.652 2.372 1.388 0.12
O -0.659 -2.240 3.056 -0.05
H -0.863 -1.763 2.240 0.01
H -0.816 -3.165 2.841 0.03
O -1.957 1.837 -1.938 -0.05
H -1.180 1.256 -1.842 -0.02
H -1.600 2.671 -2.256 0.05
C -3.906 -0.095 0.744 -0.08
C -5.090 0.728 0.279 -0.31
O -4.674 1.642 -0.717 -0.09
H -3.097 0.580 1.018 0.06
H -3.490 -0.758 -0.021 0.06
H -4.171 -0.822 1.516 0.08
H -5.579 1.296 1.072 0.11
H -5.874 0.116 -0.187 0.10
H -3.879 1.333 -1.161 0.02
C -2.238 -0.792 -3.995 -0.10
C -3.719 -1.101 -4.076 -0.28
O -4.325 0.217 -3.996 -0.09
H -1.894 -0.405 -3.041 0.04
H -1.857 -0.195 -4.821 0.08
H -1.729 -1.769 -4.042 0.06
H -4.011 -1.662 -3.183 0.11
H -3.939 -1.749 -4.922 0.11
H -4.207 0.481 -3.079 0.05
```

The HOMO-LUMO gap comes out at 9.84 eV. Its LUMO energy is 2.00 eV. Its charge is -1. The calculation puts the HOMO energy at -7.8 eV.

***

(7)
Molecular formula: C4H11NO
Method: DFT, ωB97M-V/def2-TZVPD

```
17
Properties=species:S:1:pos:R:3:lowdin_charge:R:1
C -2.629 -1.385 -0.519 -0.09
N -1.304 -0.687 -0.550 -0.16
C -0.799 0.635 -0.217 -0.26
C 0.936 2.208 -1.351 -0.03
C 0.037 1.108 -1.369 -0.18
H -3.381 -0.821 -0.037 0.06
H -2.905 -1.679 -1.477 0.04
H -2.407 -2.252 0.114 0.08
H -0.646 -1.434 -0.732 0.10
H 0.032 0.582 0.622 0.14
H -1.681 1.322 -0.021 0.13
H 1.869 2.281 -1.890 0.02
H 0.951 3.030 -0.443 0.10
H 0.202 0.383 -2.106 0.06
H 4.329 -1.702 3.501 -0.02
H 3.655 -0.375 3.454 0.03
O 3.741 -1.214 3.018 -0.01
```

The HOMO-LUMO gap comes out at 8.95 eV. Its structure (SMILES) is C=CCNC.O. Its LUMO energy is 0.93 eV. The calculation puts the HOMO energy at -8.0 eV.

***

(8)
Molecular formula: C5H7N2
Method: DFT, ωB97M-V/def2-TZVPD

```
14
Properties=species:S:1:pos:R:3:lowdin_charge:R:1
C 0.289 -1.072 -1.501 -0.11
C 0.744 -0.159 -2.273 0.45
C -1.336 -0.615 0.450 -0.15
C 1.013 1.305 1.639 0.04
C -0.211 1.458 1.106 -0.24
N -0.696 -1.326 -0.567 0.08
N -1.125 0.476 1.008 0.10
H 0.803 -2.024 -1.747 0.20
H 1.282 0.501 -2.900 0.10
H -2.195 -1.179 0.804 0.15
H 1.673 2.144 1.769 0.06
H 1.367 0.344 1.974 0.06
H -0.594 2.436 0.840 0.12
H -1.016 -2.290 -0.599 0.16
```

The HOMO-LUMO gap (alpha / beta) comes out at 4.79 / 4.19 eV. Its LUMO energy (alpha / beta) is -7.63 / -8.01 eV. Its charge is +1. The calculation puts the HOMO energy (alpha / beta) at -12.4 / -12.2 eV.

***

Number 1: total energy -341.70262 Ha. Number 2: total energy -2788.40914 Ha. Number 3: total energy -15860.26425 Ha. Number 4: total energy -419.10955 Ha. Number 5: total energy -382.90771 Ha. Number 6: total energy -2936.14203 Ha. Number 7: total energy -288.88190 Ha. Number 8: total energy -303.75320 Ha.